# 1
C4H3Cl2OS as an isolated structure. Source: the OMol25 dataset; level of theory: the ωB97M-V functional and the def2-TZVPD basis.

```
11
Properties=species:S:1:pos:R:3:mulliken_charge:R:1
C 0.3512 0.6453 -0.2007 -0.8026
C 0.1249 -0.5145 -0.8797 -0.3096
C 1.6033 -0.7507 -2.6572 0.4297
C -0.3452 -0.5552 -2.2009 0.3511
O 2.0218 -1.7558 -2.1999 -0.5097
S 2.0822 0.5283 -3.4863 -0.4472
Cl -1.2402 -1.9802 -2.8144 -0.2548
Cl -0.9586 0.9615 -2.7860 -0.1887
H 0.6903 0.8216 0.8546 0.2275
H 0.3531 1.4857 -0.8396 0.2023
H 0.2286 -1.3679 -0.2560 0.3021
```

Properties
- E_LUMO (Ha) = 0.1279
- net charge = -1


# 2
C5H12O2 as an isolated structure. Source: the OMol25 dataset; level of theory: the ωB97M-V functional and the def2-TZVPD basis.

```
19
Properties=species:S:1:pos:R:3:mulliken_charge:R:1
C -1.0922 1.6234 1.3080 -1.4010
C -0.6830 0.6801 0.2353 -0.3079
C 0.8177 0.4418 0.0231 0.2560
O 1.2989 -0.0478 1.2576 -0.5522
C 1.0886 -0.5176 -1.1449 -0.6149
C 0.0907 -1.6740 -1.0629 -0.5764
O -1.2390 -1.2083 -1.0431 -0.5823
H -2.1875 1.6128 1.3228 0.3406
H -0.7099 1.2099 2.2398 0.3441
H -0.7411 2.6399 1.1442 0.3810
H -1.0549 1.0352 -0.7617 0.3849
H -1.2303 -0.3844 0.9048 0.1220
H 1.2891 1.4170 -0.2194 0.2397
H 2.2252 -0.2910 1.1521 0.3518
H 2.1314 -0.8842 -1.1171 0.3556
H 0.9786 0.0176 -2.0984 0.3231
H 0.2960 -2.2363 -0.1432 0.2802
H 0.1856 -2.3460 -1.9185 0.3857
H -1.4641 -1.0882 -0.0787 0.2700
```

Properties
- E_LUMO (Ha) = 0.0301
- net charge = 0


| no. | maximum force (eV Å⁻¹) | E_HOMO (Eh) |
| --- | --- | --- |
| 1 | 4.67 | -0.1247 |
| 2 | 3.87 | -0.3409 |